{"formula": "C4H11O3", "method": "ωB97M-V/def2-TZVPD", "elements": ["C", "O", "C", "C", "C", "O", "H", "H", "H", "H", "H", "H", "H", "H", "H", "H", "H", "O"], "coordinates": [[-0.40, -1.69, 0.76], [0.52, -1.93, 1.66], [0.06, -0.72, -0.44], [0.87, 0.41, 0.15], [0.11, 1.16, 1.21], [0.65, 2.49, 1.44], [-0.76, -2.58, 0.18], [-1.40, -1.26, 1.03], [0.57, -1.27, -1.23], [-0.87, -0.29, -0.83], [1.73, -0.05, 0.64], [1.29, 1.12, -0.58], [0.17, 0.58, 2.14], [-0.94, 1.27, 0.97], [1.29, 2.39, 2.16], [-0.20, -0.03, -3.08], [-1.65, 0.17, -2.72], [-1.05, 0.24, -3.47]], "nbo_charge": [0.01, -0.93, -0.44, -0.45, -0.07, -0.75, 0.06, 0.05, 0.17, 0.14, 0.22, 0.18, 0.20, 0.15, 0.46, 0.48, 0.47, -0.95], "de_lowest_kcal_mol": 34.6, "lumo_energy_ev": 3.708, "gap_ev": 6.42, "e_tot_ha": -384.69850, "total_charge": -1}